C28H27HfN8OS3 | ωB97M-V/def2-TZVPD

2S+1   1
Kohn-Sham gap   6.87 eV
Molar mass   766.270 g/mol
Charge   +3

```
68
Properties=species:S:1:pos:R:3:forces:R:3
Hf 0.8241 0.8279 -0.3163 0.3 -0.2 0.5
S 1.6258 5.3888 -0.4420 0.1 0.4 0.1
C 3.1966 4.7007 -0.1697 0.0 0.4 0.0
C 4.4127 5.3731 -0.0794 0.1 -0.1 0.0
C 5.5404 4.6200 0.1822 -0.2 -0.1 0.0
C 5.4455 3.2308 0.3611 0.0 0.2 0.0
C 4.2329 2.5798 0.2643 0.2 -0.3 0.1
C 3.0990 3.3270 -0.0200 -0.6 -0.2 0.0
N 1.7684 2.8594 -0.1473 0.1 -0.2 0.0
C 0.9145 3.8687 -0.3291 0.0 -0.2 -0.2
C -0.5224 3.5919 -0.4908 0.3 -0.1 0.0
C -1.4771 4.5940 -0.5081 0.0 0.2 0.0
C -2.8113 4.2623 -0.7078 0.0 0.0 0.0
C -3.1758 2.9358 -0.8939 0.0 0.1 0.0
C -2.2097 1.9343 -0.8653 0.0 0.0 0.0
C -0.8575 2.2315 -0.6549 0.0 -0.4 -0.1
H 4.4690 6.4453 -0.2047 0.0 0.0 0.0
H 6.5013 5.1077 0.2589 0.0 0.0 0.0
H 6.3402 2.6664 0.5828 0.0 0.0 0.0
H 4.1728 1.5055 0.4124 0.0 0.1 0.0
H -1.1926 5.6311 -0.3737 0.0 0.0 0.0
H -3.5624 5.0396 -0.7292 0.0 0.0 0.0
H -4.2124 2.6817 -1.0686 0.0 0.0 0.0
H -2.5314 0.9126 -1.0274 0.0 0.0 0.0
C 3.7616 -4.1797 0.4693 0.1 0.0 -0.1
C 3.7642 -3.1426 -0.5911 0.3 -0.2 -0.4
N 4.4457 -3.1592 -1.7050 -0.5 0.4 0.5
N 4.1117 -1.9843 -2.3313 0.3 -0.4 -0.1
C 3.2573 -1.2549 -1.6477 0.0 0.4 -0.2
S 2.6766 0.3121 -2.0296 0.0 0.2 -0.3
N 3.0120 -1.9749 -0.5422 -0.3 0.1 0.6
N 2.1716 -1.4768 0.4676 -0.1 -0.1 -0.2
H 4.4204 -4.9885 0.1620 0.0 0.0 0.0
H 2.7611 -4.5862 0.6223 0.0 0.0 0.0
H 4.1282 -3.7802 1.4159 0.0 0.0 0.0
H 4.5320 -1.7622 -3.2253 0.0 0.0 0.0
H 2.6915 -1.3920 1.3397 0.0 0.0 -0.1
H 1.4049 -2.1342 0.6099 0.1 0.0 0.0
C 0.5949 0.6432 4.1293 0.0 0.0 0.0
C 0.0730 1.0578 2.8005 0.1 0.1 0.1
N -0.9573 1.8516 2.7125 -0.1 0.1 0.1
O 0.6604 0.6535 1.7290 -0.1 -0.1 -0.1
H -0.2051 0.5689 4.8641 0.0 0.0 0.0
H 1.3016 1.4029 4.4739 0.0 0.0 0.0
H 1.1285 -0.3005 4.0655 0.0 0.0 -0.1
H -1.4338 2.1791 3.5430 0.0 0.0 0.0
H -1.2921 2.1771 1.8095 0.0 0.0 0.0
S -3.9451 -3.4130 -2.5174 0.1 0.0 -0.2
C -2.6864 -2.4655 -1.8494 0.2 0.1 0.0
C -2.5517 -2.1314 -0.4842 0.1 0.0 -0.1
C -1.5067 -1.3469 -0.0877 0.2 0.2 -0.1
N -0.5608 -0.8540 -0.9391 -0.1 0.0 0.1
C -0.6868 -1.1959 -2.2516 0.1 0.1 0.1
C -1.7004 -1.9680 -2.7332 -0.2 -0.1 0.1
C -4.9147 -3.7961 -1.0848 -0.1 0.1 -0.1
C -4.6364 -4.9343 -0.3520 -0.1 0.0 0.1
C -5.4397 -5.1871 0.7535 -0.2 0.1 0.1
N -6.4467 -4.3978 1.1294 0.2 0.0 -0.2
C -6.7108 -3.3231 0.3873 0.0 -0.1 0.1
C -5.9737 -2.9719 -0.7386 0.0 -0.1 0.1
H -3.2653 -2.4850 0.2443 0.0 0.0 0.0
H -1.4100 -1.0695 0.9579 0.0 0.0 0.0
H 0.0728 -0.8118 -2.9228 0.0 0.0 0.0
H -1.7443 -2.1972 -3.7888 0.0 0.0 0.0
H -3.8410 -5.6098 -0.6338 0.0 0.0 0.0
H -5.2680 -6.0665 1.3610 0.0 0.0 0.0
H -7.5525 -2.7191 0.7011 0.0 0.0 0.0
H -6.2313 -2.1020 -1.3263 0.0 0.0 0.0
```
Forces are in eV/Å.

=====

C28H27N7NbO6 | ωB97M-V/def2-TZVPD

2S+1   1
Kohn-Sham gap (spin up / spin down)   5.13 / 5.11 eV
Molar mass   650.473 g/mol
Charge   +1

```
69
Properties=species:S:1:pos:R:3:forces:R:3
Nb -0.1894 -0.4879 0.4491 0.4 1.9 1.0
O -0.5304 1.5180 0.3715 0.2 -3.4 0.1
C -1.0723 2.4553 1.1798 -1.0 0.5 0.7
C -1.0963 3.7616 0.6483 -0.2 -0.4 0.3
C -1.6369 4.8000 1.3886 0.1 -0.9 0.4
C -2.0639 4.5128 2.6875 -0.3 0.4 0.4
C -2.0672 3.2361 3.2385 0.1 -0.5 -0.7
C -1.6555 2.1255 2.4601 1.1 1.5 -1.2
C -1.6780 0.7290 2.8919 0.0 1.2 0.7
N -1.8170 0.3518 4.0958 0.1 -0.1 -1.4
C -1.8437 -1.0691 4.3453 -0.2 -0.7 0.2
C -1.7407 -1.9475 3.0694 -0.6 -0.1 0.4
N -0.4847 -1.6952 2.3433 1.9 -1.6 0.0
C 0.5178 -2.4502 2.8045 -1.0 1.1 -0.3
C 1.9204 -2.2506 2.6235 0.9 0.2 -0.8
C 2.9322 -3.1262 3.1693 -0.3 0.8 -0.4
C 4.2729 -2.7953 3.0601 -0.5 0.0 -0.1
C 4.6839 -1.6222 2.3891 -0.6 -0.7 0.3
C 3.7420 -0.7984 1.8135 0.2 -0.1 0.3
C 2.3752 -1.0872 1.9197 0.5 -0.3 0.7
O 1.5282 -0.1897 1.4127 -1.5 -0.9 -1.0
H -0.6970 3.9175 -0.3471 0.0 -0.1 0.1
H -1.7227 5.8039 0.9964 0.1 0.0 0.0
H -2.4463 5.3364 3.2844 0.1 -0.2 0.0
H -2.4157 3.0853 4.2548 0.0 -0.1 -0.2
H -1.5396 0.0190 2.0201 -0.7 0.5 0.6
H -2.7984 -1.3260 4.8684 0.7 0.2 -0.4
H -1.0270 -1.3070 5.0760 -0.5 0.1 -0.6
H -2.6048 -1.7837 2.4049 0.3 0.0 0.2
H -1.7764 -2.9975 3.4001 0.0 0.3 -0.2
H 0.1814 -3.2491 3.4573 0.4 -0.1 0.3
H 2.6596 -4.0541 3.6630 -0.2 0.2 0.0
H 5.0238 -3.4576 3.4710 -0.1 0.0 0.0
H 5.7470 -1.4172 2.3395 -0.1 0.2 -0.1
H 4.0516 0.0854 1.2869 -0.1 0.3 -0.1
O -5.6897 -1.9189 -2.7102 -0.4 -0.3 -0.1
C -5.8960 -2.2486 -1.4988 -2.0 -0.6 0.5
O -6.7795 -2.7515 -0.8174 0.7 0.4 -1.0
C -4.6027 -1.7581 -1.1039 0.4 0.8 0.2
C -4.4399 -0.3707 -0.7827 2.4 0.6 0.5
C -3.1420 0.0607 -0.4696 -2.1 -1.5 -0.7
N -2.1249 -0.8598 -0.4630 3.0 -0.1 1.0
C -2.2220 -2.1890 -0.8600 -3.7 0.4 -0.3
C -3.5216 -2.6543 -1.2006 3.9 0.2 0.4
C -0.9380 -2.9868 -0.8551 -1.0 -2.2 -1.9
O -0.8742 -4.0702 -1.4213 0.1 2.0 1.3
O 0.0724 -2.3758 -0.2565 -0.2 1.7 0.5
H -5.2587 0.3498 -0.8181 0.1 -0.5 0.1
H -2.8703 1.0863 -0.2233 -0.2 -0.3 0.0
H -3.5956 -3.6675 -1.6026 -0.3 0.3 0.3
C 1.7846 2.6557 -4.7477 -0.2 -0.4 0.2
C 3.0329 1.7652 -4.7854 0.2 -0.1 0.0
C 4.1362 2.2161 -3.7884 -0.5 0.0 -0.3
C 2.6686 0.2533 -4.6674 0.2 0.0 -0.3
N 2.0650 -0.0558 -3.3530 -0.6 0.5 1.6
C 0.8358 0.0856 -2.8254 -0.3 0.1 -0.2
N 0.9168 -0.0610 -1.5011 -0.2 -0.2 -0.9
N 2.1966 -0.2941 -1.2310 1.5 -0.1 -0.8
N 2.8923 -0.2696 -2.3083 0.1 -0.3 0.4
H 2.0226 3.6271 -5.1743 0.0 0.1 0.2
H 1.4180 2.8009 -3.7121 0.1 0.0 -0.5
H 0.9757 2.2269 -5.3656 0.2 0.2 0.3
H 3.4861 1.9046 -5.7841 -0.3 -0.4 0.3
H 3.8508 2.1226 -2.7287 0.0 0.0 -0.4
H 4.3620 3.2702 -3.9847 -0.1 -0.2 0.1
H 5.0494 1.6490 -3.9759 0.0 0.0 0.2
H 3.5801 -0.3728 -4.7167 -0.6 0.3 0.0
H 1.9553 -0.0879 -5.4429 0.4 0.3 0.4
H -0.0779 0.2928 -3.3614 0.1 -0.1 -0.1
```
Forces are in eV/Å.

=====

C28H27N7O5PSSeTeW | ωB97M-V/def2-TZVPD

2S+1   1
Kohn-Sham gap   6.11 eV
Molar mass   995.009 g/mol
Charge   +1

```
72
Properties=species:S:1:pos:R:3:forces:R:3
W 0.3013 -0.5398 -0.0319 0.3 -0.2 -0.2
C -0.1403 -2.4126 -4.0756 0.0 0.0 -0.1
C 0.5892 -1.5834 -4.9222 0.0 0.0 0.1
C 1.1351 -0.4232 -4.4135 0.0 0.0 -0.1
C 0.9478 -0.1055 -3.0719 0.0 0.0 0.0
N 0.2320 -0.9104 -2.2683 0.0 0.1 0.1
C -0.2893 -2.0435 -2.7610 -0.1 -0.1 0.0
C 1.4768 1.0826 -2.4040 0.0 -0.1 0.0
C 2.0485 2.1394 -3.1103 0.0 0.1 0.0
C 2.4071 3.2987 -2.4486 0.0 0.0 0.0
C 2.1617 3.4034 -1.0859 0.0 0.0 0.0
C 1.6085 2.3411 -0.3902 0.0 0.0 0.2
C 1.2888 1.1347 -1.0169 0.0 0.1 0.0
H -0.5747 -3.3388 -4.4227 0.0 0.0 0.0
H 0.7399 -1.8503 -5.9596 0.0 0.0 0.0
H 1.7260 0.2280 -5.0396 0.0 0.0 0.0
H -0.8192 -2.6666 -2.0572 0.0 0.0 0.0
H 2.1921 2.0712 -4.1803 0.0 0.0 0.0
H 2.8476 4.1233 -2.9924 0.0 0.0 0.0
H 2.3924 4.3213 -0.5609 0.0 0.0 0.0
H 1.4251 2.4746 0.6688 0.0 0.0 0.0
S 1.7193 0.4384 7.4886 0.3 -0.3 0.1
N 2.5936 0.8993 6.2166 -0.2 0.3 -0.1
C 2.0075 0.3886 5.1478 0.0 -0.2 0.0
C 2.4565 0.5465 3.7784 0.0 0.0 0.0
C 3.6720 1.1298 3.4236 0.0 0.0 0.0
C 4.0573 1.0923 2.1032 0.0 0.0 0.0
C 3.1869 0.5640 1.1592 0.0 0.0 -0.1
N 1.9845 0.0940 1.4723 -0.1 -0.1 0.0
C 1.6525 0.0094 2.7752 0.0 -0.1 0.0
C 0.5149 -0.8383 3.0953 0.0 0.1 0.0
N -0.0686 -1.4571 2.0519 0.0 0.0 0.0
C -0.9371 -2.4278 2.2961 0.1 0.0 0.0
C -1.3268 -2.7801 3.5845 0.0 -0.1 0.1
C -0.8037 -2.0971 4.6530 0.0 0.0 0.0
C 0.1616 -1.1176 4.4100 0.0 0.0 0.0
C 0.8843 -0.4221 5.4565 0.1 -0.1 0.0
N 0.6448 -0.5099 6.7532 -0.3 0.3 0.0
H 4.3029 1.5571 4.1918 0.0 0.0 0.0
H 5.0145 1.4761 1.7817 0.0 0.0 0.0
H 3.4557 0.5353 0.1138 0.0 0.0 0.0
H -1.3288 -2.9537 1.4402 0.0 0.0 0.0
H -2.0477 -3.5734 3.7187 0.0 0.0 0.0
H -1.0903 -2.3221 5.6717 0.0 0.0 0.0
N -1.4299 1.2508 -1.2033 0.1 -0.1 -0.1
N -1.5045 2.2673 -0.2570 0.0 0.0 -0.1
C -1.0415 2.0355 1.0119 0.0 0.1 0.0
O -1.1308 2.8474 1.8945 0.0 -0.1 0.0
O -0.4467 0.8516 1.1578 0.0 0.1 0.2
H -1.0017 1.6075 -2.0499 0.0 0.0 0.0
H -2.3468 0.8581 -1.4036 0.0 0.0 0.0
H -2.1264 3.0478 -0.3915 0.0 0.0 0.0
C -4.9026 -0.9128 -3.3317 0.0 0.0 0.0
C -3.6239 -1.2654 -2.6143 0.0 -0.1 0.0
O -3.6704 -0.6863 -1.2882 0.0 0.0 0.0
P -3.0006 -1.3542 0.0039 -0.2 0.0 0.0
O -1.4566 -1.3986 -0.2941 0.1 -0.1 0.0
Te -3.7235 -0.2804 1.9013 -0.1 0.1 0.0
O -3.3211 -2.9132 -0.1263 0.1 0.1 0.0
C -4.5301 -3.4977 0.4286 0.0 0.0 0.0
C -5.7608 -3.1225 -0.3619 0.0 0.0 0.0
H -4.8694 -1.3014 -4.3503 0.0 0.0 0.0
H -5.0331 0.1680 -3.3765 0.0 0.0 0.0
H -5.7642 -1.3433 -2.8231 0.0 0.0 0.0
H -2.7577 -0.8485 -3.1317 0.1 0.0 0.0
H -3.4939 -2.3457 -2.5345 0.0 0.0 0.0
H -4.6199 -3.1748 1.4668 0.0 0.0 0.0
H -4.3443 -4.5691 0.4005 0.0 0.0 0.0
H -5.9398 -2.0477 -0.3107 0.0 0.0 0.0
H -6.6290 -3.6279 0.0615 0.0 0.0 0.0
H -5.6646 -3.4263 -1.4055 0.0 0.0 0.0
Se 1.8178 -2.2607 -0.2230 -0.2 0.1 0.0
```
Forces are in eV/Å.

=====

C28H28AuCl3N6O4S3 | ωB97M-V/def2-TZVPD

2S+1   1
Kohn-Sham gap   4.10 eV
Molar mass   912.097 g/mol
Charge   +2

```
73
Properties=species:S:1:pos:R:3:forces:R:3
Au -0.3880 -0.4714 -0.1251 -0.5 -0.1 0.2
N -3.3145 -4.8210 -6.4553 0.0 0.0 0.1
C -2.7209 -4.2909 -5.3787 -0.1 0.0 0.0
C -3.4216 -3.3758 -4.5532 0.0 0.0 0.1
C -2.8204 -2.8452 -3.4496 -0.1 0.1 -0.1
C -1.4954 -3.2048 -3.1430 -0.4 0.0 0.5
C -0.7848 -4.1145 -3.9458 0.0 -0.1 -0.1
C -1.3878 -4.6400 -5.0513 0.1 0.0 0.0
S -0.7551 -2.6129 -1.7568 0.9 0.4 -0.2
O -1.6673 -2.2410 -0.6325 0.0 -0.2 0.0
O 0.4021 -3.3675 -1.3939 0.0 -0.1 -0.1
N -0.2906 -0.9766 -2.0341 -0.2 -0.3 -0.5
C 1.0690 -0.8043 -2.3748 0.2 0.0 0.2
N 1.5862 -1.4179 -3.4125 0.0 0.1 -0.1
C 2.8846 -1.1895 -3.6115 0.0 0.0 0.0
C 3.6440 -0.4011 -2.7549 0.0 0.0 0.0
C 2.9978 0.1645 -1.6731 0.0 0.0 -0.1
N 1.6848 -0.0143 -1.4958 0.0 -0.1 0.0
H -4.2656 -4.5974 -6.6902 0.0 0.0 0.0
H -2.8358 -5.4851 -7.0386 0.0 0.0 0.0
H -4.4427 -3.1126 -4.7948 0.0 0.0 0.0
H -3.3637 -2.1658 -2.8056 0.0 0.0 0.0
H 0.2286 -4.3857 -3.6864 0.0 0.0 0.0
H -0.8502 -5.3387 -5.6784 0.0 0.0 0.0
H 3.3322 -1.6677 -4.4740 0.0 0.0 0.0
H 4.6985 -0.2438 -2.9246 0.0 0.0 0.0
H 3.5151 0.7758 -0.9450 0.0 0.0 0.0
Cl -3.1225 -5.2134 0.1498 0.0 0.0 0.0
C -2.8611 -4.3866 1.6486 0.0 0.1 0.1
C -3.6134 -3.2637 1.9532 0.0 0.0 0.0
C -3.3719 -2.6083 3.1497 0.0 0.0 0.0
C -2.3957 -3.0368 4.0477 -0.1 0.1 0.0
C -2.1260 -2.1716 5.2593 0.2 0.0 -0.1
C -0.7262 -1.5143 5.2095 -0.2 0.0 0.0
N -0.6145 -0.6740 4.0102 0.1 -0.1 0.0
C -0.8054 0.6852 3.9023 -0.1 0.0 0.0
C -0.7252 0.9907 2.5816 0.0 -0.1 0.1
N -0.4847 -0.1810 1.8929 0.0 0.2 0.0
C -0.4252 -1.1599 2.7837 0.0 0.0 0.0
O -2.2611 -2.8878 6.4577 0.0 0.0 0.0
C -2.9128 -2.1477 7.4997 0.0 0.0 0.0
C -4.3145 -1.7775 7.1288 0.0 0.0 0.0
C -4.7279 -0.5274 6.7741 0.0 0.0 0.0
Cl -3.7558 0.8954 6.7036 0.0 0.0 0.0
S -6.3860 -0.4575 6.3507 0.0 0.0 0.0
C -6.5558 -2.1391 6.6351 0.0 0.0 0.0
C -5.3927 -2.7090 7.0394 0.0 0.0 0.0
C -1.6847 -4.1894 3.7228 0.0 0.0 0.0
Cl -0.4627 -4.8188 4.7774 0.0 0.0 0.0
C -1.9059 -4.8648 2.5303 0.0 0.0 0.0
H -4.3747 -2.9161 1.2693 0.0 0.0 0.0
H -3.9579 -1.7305 3.3990 0.0 0.0 0.0
H -2.8561 -1.3581 5.2133 0.0 0.0 0.0
H 0.0656 -2.2584 5.1841 0.0 0.0 0.0
H -0.5828 -0.8876 6.0874 0.0 0.1 0.0
H -0.9901 1.3010 4.7649 0.0 0.0 0.0
H -0.8310 1.9332 2.0764 0.0 0.0 0.0
H -0.2656 -2.2029 2.5635 0.0 0.0 0.0
H -2.3368 -1.2523 7.7509 0.0 0.0 0.0
H -2.9003 -2.8102 8.3624 0.0 0.0 0.0
H -7.5170 -2.6096 6.5067 0.0 0.0 0.0
H -5.2903 -3.7577 7.2792 0.0 0.0 0.0
H -1.3378 -5.7543 2.2971 0.0 0.0 0.0
C -2.3793 3.0107 -2.2562 0.0 0.0 0.0
S -0.8115 2.2550 -1.8792 0.0 0.0 0.1
C 0.1369 3.7085 -1.4760 0.0 0.0 0.0
O -1.0679 1.5915 -0.5069 0.2 0.1 0.0
H -2.2511 3.6328 -3.1420 0.0 0.0 0.0
H -2.7073 3.6016 -1.4030 0.0 0.0 0.0
H -3.0841 2.2097 -2.4673 0.0 0.0 0.0
H 0.2199 4.3223 -2.3729 0.0 0.0 0.0
H 1.1251 3.3749 -1.1663 0.0 0.0 0.0
H -0.3584 4.2536 -0.6744 0.0 0.0 0.0
```
Forces are in eV/Å.

=====

Relative energy (zero: lowest compared OMol25 entry of this formula, charge and spin) per entry: 0.000, 0.796, 0.000, 1.095 eV